[1]
Below is a cluster of 2 separate species, C6H5BrN3O2S in total in a non-equilibrium geometry, with properties calculated with ωB97M-V/def2-TZVPD.

Geometry as ORCA input:
```
! wB97M-V def2-TZVPD RIJCOSX def2/J DEFGRID3
* xyz -1 3
C 1.57906 0.76698 0.25919
C 2.80206 -1.28609 0.04832
C 0.44018 0.02654 0.43853
C 2.78400 0.08668 0.08256
C 0.54274 -1.36823 0.39430
C -1.79496 1.45760 -0.20404
N 1.69643 -2.00784 0.19482
N -1.53910 2.38734 -0.90312
N -0.57205 -2.14597 0.60862
O -3.89803 0.20077 -1.09655
O -4.23951 1.86189 0.68656
S -3.55269 0.62557 0.27313
Br 4.44170 1.05070 -0.17718
H 1.54792 1.84981 0.23999
H 3.71581 -1.84594 -0.11717
H -1.99918 3.10016 -1.43960
H -1.44343 -1.66806 0.44306
H -0.51095 -3.09193 0.26860
*
```

As for the expectation value of S²: 2.0186.

***

[2]
Below is the molecule C18H28N6O3 in a non-equilibrium geometry, with properties calculated with ωB97M-V/def2-TZVPD.

Geometry as ORCA input:
```
! wB97M-V def2-TZVPD RIJCOSX def2/J DEFGRID3
* xyz 0 1
C 4.40084 3.34857 -2.93647
H 4.03918 3.15802 -3.94301
H 5.39045 3.79428 -2.99616
H 3.73687 4.06191 -2.45598
C 4.47505 2.03749 -2.16205
N 3.24890 1.26647 -2.27675
C 2.14733 1.83888 -1.52621
C 0.87471 1.04890 -1.80273
N 1.05991 -0.33068 -1.38617
C 2.16083 -0.91241 -2.13577
C 3.43243 -0.11347 -1.87023
H 4.25101 -0.54595 -2.45000
H 3.68716 -0.18956 -0.79741
H 2.30790 -1.94390 -1.80638
H 1.95336 -0.90809 -3.21815
C -0.16494 -1.11493 -1.50827
C -1.12192 -0.73712 -0.43047
N -1.89688 0.33317 -0.49740
C -2.55695 0.37328 0.67861
C -2.17919 -0.68996 1.48104
N -1.24868 -1.39341 0.74852
C -0.66612 -2.64539 1.17953
C -1.32036 -3.83605 0.47917
H -0.80606 -4.74540 0.77707
H -1.25644 -3.74260 -0.60222
H -2.36671 -3.90903 0.76455
H -0.87945 -2.72073 2.25628
C 0.86294 -2.64858 1.05150
O 1.45861 -3.61826 0.65756
C 1.52338 -1.37691 1.47991
H 2.55794 -1.56899 1.75160
H 0.99256 -0.91061 2.30503
H 1.50830 -0.69773 0.61887
C -2.70203 -0.87524 2.79783
O -2.40662 -1.75324 3.58966
N -3.63646 0.11038 3.11766
C -4.04502 1.18317 2.33275
O -4.86724 1.98267 2.72471
N -3.47014 1.29441 1.08409
C -3.83351 2.38847 0.21022
H -4.62465 2.95533 0.69624
H -4.17785 1.99197 -0.74409
H -2.96699 3.02642 0.03547
C -4.23440 0.00009 4.43895
H -3.50694 0.28109 5.20132
H -4.53263 -1.03389 4.60552
H -5.09334 0.66397 4.48381
H 0.10217 -2.16870 -1.41513
H -0.65220 -0.95501 -2.48371
H 0.03556 1.47156 -1.24812
H 0.64676 1.10499 -2.87978
H 1.99749 2.87108 -1.84286
H 2.35461 1.83023 -0.43948
H 4.72946 2.23987 -1.10574
H 5.27800 1.42914 -2.58674
*
```

The energy above the lowest of the compared OMol25 structures with the same formula, charge and spin is 36.1 kcal/mol.

***

[3]
Below is a cluster of 2 separate species, C5H7NO2 in total in a non-equilibrium geometry, with properties calculated with ωB97M-V/def2-TZVPD.

Geometry as ORCA input:
```
! wB97M-V def2-TZVPD RIJCOSX def2/J DEFGRID3
* xyz 0 1
C -0.77750 0.49102 0.11468
C -0.47554 -0.89698 -0.68582
C 0.99930 -0.48598 -1.11917
C 1.48271 0.16120 0.20058
C 0.31078 0.06035 1.13272
H -1.92910 2.43006 0.03801
H -1.81958 0.61749 0.60308
H -1.01554 -1.49174 -1.36267
H 0.93414 0.32837 -1.69800
H 1.41696 -1.41573 -1.37499
H 0.29825 0.36710 2.29054
H -1.06693 -1.52760 1.12719
N -0.14115 -1.32386 0.80411
O -0.67480 1.84965 -0.32837
O 2.45799 0.83665 0.25811
*
```

The energy above the lowest of the compared OMol25 structures with the same formula, charge and spin is 138.3 kcal/mol.

***

[4]
Below is the molecule C4H5N3, with properties calculated with ωB97M-V/def2-TZVPD.

Geometry as ORCA input:
```
! wB97M-V def2-TZVPD RIJCOSX def2/J DEFGRID3
* xyz 0 1
N -1.52882 0.79824 -1.08367
C -0.38394 0.51598 -0.39467
C -0.33782 0.28069 0.99389
N 0.74274 0.36761 -1.09841
C 1.71603 -0.32941 -0.53010
N 1.58208 -1.09764 0.54679
C 0.53414 -0.74968 1.30809
H -2.40907 0.84311 -0.59752
H -1.56604 0.45800 -2.03514
H -0.93844 0.80306 1.72821
H 2.69648 -0.27591 -1.00083
H 0.33319 -1.36946 2.17966
*
```

The energy above the lowest of the compared OMol25 structures with the same formula, charge and spin is 19.9 kcal/mol.

***

[5]
Below is a structure of composition C16H18BrFeISe4, with properties calculated with ωB97M-V/def2-TZVPD.

Geometry as ORCA input:
```
! wB97M-V def2-TZVPD RIJCOSX def2/J DEFGRID3
* xyz 0 5
Fe 0.78492 0.76609 0.53283
C -0.85641 -2.39405 1.82281
C 0.38361 -3.11635 1.28171
C 1.18139 -3.71784 2.43242
C 1.20523 -2.20167 0.38971
C 2.56973 -1.98110 0.56897
C 3.26778 -1.11386 -0.25536
C 2.65402 -0.47169 -1.33068
C 3.43794 0.40415 -2.26835
C 1.30867 -0.76119 -1.57223
C 0.59152 -1.58783 -0.70869
H -1.38879 -3.03839 2.52401
H -1.55442 -2.12380 1.02939
H -0.56294 -1.48392 2.34953
H 0.04108 -3.93818 0.64114
H 1.54047 -2.93610 3.10591
H 2.03812 -4.29696 2.08487
H 0.54391 -4.38640 3.01134
H 3.08939 -2.44823 1.39328
H 4.31395 -0.91786 -0.05334
H 4.26419 0.89099 -1.75161
H 2.80920 1.17689 -2.71259
H 3.85840 -0.18512 -3.08605
H 0.82524 -0.37337 -2.46008
H -0.44131 -1.83023 -0.93136
Se 0.56710 2.37219 2.27329
Se 0.14917 3.45042 5.38766
Se 0.96496 1.69800 6.31327
Se 1.78269 0.41999 2.70364
Br -1.84840 5.36483 -0.60775
C -2.70193 3.87604 -1.38216
C -4.06671 3.96948 -1.63462
C -4.75125 2.89743 -2.17720
C -4.08044 1.71867 -2.47081
C -2.72195 1.62316 -2.22938
C -2.02739 2.70116 -1.69068
I 0.02686 2.51935 -1.41594
H -4.58237 4.88856 -1.39446
H -5.81226 2.98420 -2.36797
H -4.61200 0.87358 -2.88633
H -2.19098 0.70898 -2.45814
*
```

The energy above the lowest of the compared OMol25 structures with the same formula, charge and spin is 55.6 kcal/mol. As for the expectation value of S²: 6.4046.

***

[6]
Below is a structure of composition C32H78F6N6O10Zn in a non-equilibrium geometry, with properties calculated with ωB97M-V/def2-TZVPD.

Geometry as ORCA input:
```
! wB97M-V def2-TZVPD RIJCOSX def2/J DEFGRID3
* xyz 0 1
Zn 0.13637 -5.16320 -3.23083
C 6.55635 1.60368 2.94623
O 6.48603 0.83078 4.14603
O 7.24587 2.78879 3.43404
C 7.16235 0.69517 1.87718
F 8.39355 1.07801 1.60131
F 7.27935 -0.65222 2.16760
F 6.32410 0.75955 0.84337
C 5.50853 -0.21688 4.27891
C 5.98564 -1.05898 5.46657
H 5.45733 -1.99706 5.63681
H 7.05048 -1.28684 5.41863
H 5.82874 -0.57351 6.42980
H 5.29997 -0.85614 3.42103
H 4.60992 0.34397 4.53594
H 5.56926 1.88639 2.58040
C -0.44477 -0.25939 -1.94490
O -0.17143 -0.13166 -0.54768
O -0.58941 -1.66176 -2.06894
C -1.50160 0.85515 -2.50331
F -1.09561 2.12958 -2.20922
F -1.57303 0.89853 -3.86872
F -2.77200 0.73430 -2.07117
C 0.93502 0.65183 -0.10925
C 0.63451 0.88011 1.35341
H -0.39062 1.18884 1.55807
H 0.93988 -0.03556 1.85976
H 1.29640 1.63154 1.78394
H 1.02078 1.60869 -0.62419
H 1.91532 0.17528 -0.10788
H 0.51165 -0.06372 -2.42975
C -4.05291 -7.53654 -1.55302
C -3.06026 -7.01054 -2.47702
C -3.54068 -5.95177 -3.56594
O -2.43145 -5.46346 -4.41666
C -2.95502 -4.55117 -5.41464
N -1.95158 -6.35058 -1.79193
H -3.52077 -7.90230 -0.67488
H -4.51963 -8.40508 -2.01768
H -4.84891 -6.84730 -1.27120
H -2.60866 -7.73638 -3.15327
H -4.02889 -5.12422 -3.05123
H -4.30541 -6.44789 -4.16356
H -2.11753 -4.24713 -6.04256
H -3.46260 -3.63680 -5.10743
H -3.60015 -4.95970 -6.19245
H -2.39011 -5.58717 -1.29694
H -1.57752 -6.98328 -1.09921
C -6.49070 1.51628 3.77652
C -6.21532 2.42660 2.56811
C -4.71451 2.97263 2.75647
O -4.51401 3.64338 3.94687
C -3.14065 3.70064 4.41472
N -6.55967 1.71639 1.36277
H -6.43132 2.06379 4.71718
H -5.70932 0.77320 3.93581
H -7.37148 0.87705 3.83748
H -7.06589 3.10292 2.65311
H -4.63449 3.70181 1.95025
H -3.91667 2.23232 2.69757
H -3.11926 4.24150 5.36083
H -2.47996 4.19139 3.70004
H -2.78460 2.69819 4.65226
H -5.71221 1.88264 0.83906
H -7.17859 2.30205 0.82051
C -6.88850 0.70178 -8.07182
C -7.20001 2.00427 -8.80580
C -6.33243 3.21728 -8.33621
O -6.53537 3.69602 -7.02394
C -5.51851 4.56202 -6.56968
N -6.88446 1.71913 -10.26398
H -5.94029 0.23469 -8.33791
H -7.70157 -0.02302 -8.03064
H -6.49401 1.06718 -7.12369
H -8.26784 2.22155 -8.78059
H -6.40676 3.97441 -9.11681
H -5.29576 2.88653 -8.39972
H -4.68836 3.88134 -6.38092
H -5.92942 4.89292 -5.61587
H -5.19148 5.44489 -7.11895
H -5.93286 1.39339 -10.17206
H -7.34897 0.86495 -10.53729
C 7.05314 10.71790 6.68103
C 6.91173 9.17497 6.64103
C 6.18439 8.64183 5.43960
O 5.73216 7.33107 5.67399
C 4.72938 6.90591 4.67477
N 8.18291 8.51694 6.66974
H 7.59081 10.87643 7.61585
H 6.05255 11.14918 6.65068
H 7.67452 11.20573 5.93002
H 6.22479 8.90313 7.44248
H 6.92365 8.82251 4.65924
H 5.26844 9.22640 5.35352
H 5.13347 6.87129 3.66303
H 3.88617 7.59028 4.76824
H 4.44675 5.89495 4.96831
H 8.78313 8.92324 7.37313
H 8.62056 8.81147 5.80845
C 0.51555 -5.55971 4.51226
C -0.15875 -5.14250 3.16349
C -1.43724 -4.46980 3.37955
O -2.03962 -4.35044 2.17532
C -3.16050 -3.46077 2.11851
N 0.84109 -4.43815 2.45886
H 0.87636 -4.70247 5.08064
H 1.35388 -6.21205 4.26783
H -0.16374 -6.09121 5.17873
H -0.49414 -5.99668 2.57528
H -1.08669 -3.48694 3.69450
H -2.24871 -4.84145 4.00523
H -2.89756 -2.41473 2.27584
H -4.01829 -3.65337 2.76286
H -3.47621 -3.41586 1.07621
H 1.49807 -4.11561 3.15487
H 0.42379 -3.58448 2.11651
C 5.19774 -4.37423 -1.87108
C 3.90119 -3.82019 -2.47402
C 3.91493 -3.81582 -3.95669
O 2.67748 -3.46371 -4.65854
C 2.62195 -2.22767 -5.39257
N 2.83215 -4.71388 -1.96245
H 5.41643 -5.32121 -2.36452
H 5.04480 -4.57268 -0.81026
H 5.90768 -3.57003 -2.06427
H 3.63488 -2.81645 -2.14283
H 4.20759 -4.82323 -4.25259
H 4.71742 -3.17024 -4.31353
H 3.22316 -1.50576 -4.83985
H 1.64061 -1.80043 -5.59880
H 3.13766 -2.47897 -6.31938
H 2.82808 -4.44576 -0.98870
H 3.32882 -5.53080 -1.63680
*
```

The energy above the lowest of the compared OMol25 structures with the same formula, charge and spin is 382.5 kcal/mol.

***

| no. | DFT total energy (eV) |
| --- | --- |
| 1 | -95742.724 |
| 2 | -34205.267 |
| 3 | -10877.622 |
| 4 | -8698.951 |
| 5 | -390798.847 |
| 6 | -128568.870 |